[1]
Molecular formula: C5H6N3O2
Method: DFT, wB97M-V/def2-TZVPD

Values from the calculation:
gap between HOMO and LUMO	0.2432	Eh
molar mass	140.12	g/mol
energy above the lowest of the compared OMol25 structures with the same formula, charge and spin	0.0	kcal/mol
net charge	-1
max |F|	3.310	eV/A
lowest unoccupied orbital energy	4.0935	eV
electronic energy	-508.951983	hartree

Geometry (Å):
O 0.153525 -2.366478 -1.901180
O 0.162396 2.227764 -1.541758
N -0.050871 -0.294598 1.038089
N 0.065980 -0.050328 -1.732457
N 0.054131 -2.626132 0.902356
C 0.027798 0.921336 0.445416
C 0.199828 1.120821 -0.969641
C 0.107446 -1.299011 -1.186771
C -0.007519 2.173490 1.234170
C -0.008913 -1.342009 0.258030
H -0.551424 2.892698 0.524322
H 0.230792 0.158751 -2.713766
H -0.443204 2.089881 2.149384
H -0.229370 -3.376406 0.259272
H 0.968854 2.483121 1.577563
H -0.679449 -2.712901 1.656971

Atoms 1-2, force components in eV/Å:
O -0.02 1.90 1.00
O 0.71 0.00 -0.39

***

[2]
Molecular formula: C5H6N4
Method: DFT, wB97M-V/def2-TZVPD

Values from the calculation:
gap between HOMO and LUMO	0.3185	Eh
molar mass	122.13	g/mol
energy above the lowest of the compared OMol25 structures with the same formula, charge and spin	35.0	kcal/mol
max |F|	2.010	eV/A
lowest unoccupied orbital energy	-0.1027	eV
electronic energy	-413.067911	hartree

Geometry (Å):
N 0.328700 -0.696018 -0.017836
N -1.963568 1.262408 0.002648
N -0.770668 1.594335 -0.135023
N -2.900734 -0.918983 -0.317657
C 0.327042 0.713492 -0.066363
C 1.601791 -1.088757 -0.013725
C 1.599218 1.186168 -0.084369
C -2.326801 -0.072566 0.447736
C 2.435560 0.011777 -0.038447
H 3.534485 0.010333 0.048251
H 1.784581 -2.174917 0.118183
H 1.873020 2.247834 -0.043623
H -2.018595 -0.260471 1.488150
H -0.463139 -1.322058 -0.153363
H -3.040893 -0.492572 -1.234556

Atoms 1-2, force components in eV/Å:
N -1.10 1.23 -0.20
N -0.05 -0.51 0.61

***

[3]
Molecular formula: C5H6N4
Method: DFT, wB97M-V/def2-TZVPD

Values from the calculation:
gap between HOMO and LUMO (alpha / beta)	0.2498 / 0.2743	Eh
molar mass	122.13	g/mol
energy above the lowest of the compared OMol25 structures with the same formula, charge and spin	104.6	kcal/mol
max |F|	4.225	eV/A
lowest unoccupied orbital energy (alpha / beta)	-1.1541 / -1.2598	eV
electronic energy	-412.956888	hartree

Geometry (Å):
N 1.580524 -0.791984 2.381096
N -1.394194 0.103135 0.768953
N -0.585032 -0.381354 1.637980
N 0.717482 -1.087055 3.296055
C 0.924878 -0.298117 1.265534
C -0.007324 0.091525 -1.784720
C 1.055345 0.514629 -1.128834
C -0.519603 -0.761123 2.904727
C 1.554876 0.284244 0.198128
H -0.835764 -0.577716 -1.375828
H -2.342765 0.195048 1.173912
H -1.186562 -0.776510 3.732139
H -0.021574 0.056653 -2.934061
H 2.614647 0.391305 0.294414
H 1.642456 1.120645 -1.680041

Atoms 1-2, force components in eV/Å:
N 0.23 0.26 -1.10
N -1.83 0.10 0.04

***

[4]
Molecular formula: C5H6NO
Method: DFT, wB97M-V/def2-TZVPD

Values from the calculation:
gap between HOMO and LUMO (alpha / beta)	0.2765 / 0.2764	Eh
molar mass	96.11	g/mol
energy above the lowest of the compared OMol25 structures with the same formula, charge and spin	155.8	kcal/mol
net charge	+1
max |F|	4.582	eV/A
lowest unoccupied orbital energy (alpha / beta)	-7.0399 / -7.0416	eV
electronic energy	-323.621709	hartree

Geometry (Å):
O 0.887413 -1.660318 0.463180
N -1.056323 -0.144754 -0.593364
C 0.676063 -1.497906 -0.721544
C -0.021559 -0.667073 -1.424127
C 0.824972 -0.394510 1.201182
C -0.577049 0.174783 0.732598
C -0.628463 1.180447 -0.481239
H -1.474980 0.370454 1.408677
H 0.216133 1.449732 -1.037658
H -0.081527 -0.361304 -2.380937
H 1.709978 0.287174 1.010948
H 0.968082 -0.724436 2.266827
H -1.442740 1.987710 -0.444544

Atoms 1-2, force components in eV/Å:
O 1.48 -1.09 0.32
N -0.91 -2.51 -0.60